Here is a 2-piece molecular cluster, C25H26NO5 overall at a distorted geometry from OMol25. Energies are from wB97M-V/def2-TZVPD.

Output
E_LUMO = 1.93 eV
Kohn-Sham gap = 0.16662 Eh
M = 420.48 g mol⁻¹
net charge = -1
total energy = -38073.57412 eV

Each line ends with the Löwdin charge.
Element x y z (Å)
C1 0.8109 0.3151 -2.9237  -0.24
C2 0.6579 -0.6452 -4.0836  -0.07
O1 1.4234 1.3739 -2.9474  0.12
C3 3.9324 1.2854 4.3858  -0.09
H1 -5.2817 -3.8139 2.3766  0.08
C4 1.7193 3.5827 1.1144  -0.14
C5 -0.0185 -0.2611 -1.8030  -0.02
C6 0.0016 -2.7136 -5.8650  -0.08
C7 -0.1162 0.2190 -0.5339  0.08
C8 -0.8633 -1.3581 -2.4101  -0.27
C9 -1.2125 -1.7277 0.5837  -0.03
C10 -5.3627 -2.7292 2.1929  -0.09
O2 3.0977 1.5763 2.1771  -0.08
H2 3.7378 -0.2896 2.9026  0.11
H3 -1.3172 -3.4190 -4.2711  0.12
H4 1.7919 4.8362 -1.1185  0.05
H5 2.8954 1.4555 4.6925  0.07
C11 2.7796 2.8467 -1.0467  -0.51
C12 2.7770 1.2647 0.8926  -0.49
H6 5.0269 0.9152 2.5701  0.12
O3 -1.8888 -1.9025 -2.0069  0.08
H7 -3.2029 -1.4873 4.4805  0.09
C13 -0.6061 -2.6696 -4.6087  -0.01
C14 -3.2308 -1.4559 1.9141  -0.27
H8 4.4832 2.2305 4.4763  0.07
H9 1.3410 -1.7208 -7.2331  0.10
H10 -6.2715 -2.3664 2.6994  0.08
C15 2.1591 4.0354 -1.7684  -0.04
H11 -0.4316 -2.3874 0.2019  0.13
C16 2.1961 2.4979 0.2513  -0.24
H12 1.3200 3.6802 -2.3734  0.06
O4 2.9369 0.1694 0.3818  0.05
H13 -4.9788 -1.6383 4.6382  0.07
C17 -4.0836 -2.0575 4.1619  -0.09
H14 0.7320 3.9480 0.7947  0.06
H15 2.8921 4.4655 -2.4537  0.07
C18 0.8973 -1.6898 -6.2386  -0.07
C19 -2.3106 -2.2817 1.2282  0.00
O5 3.7573 2.2407 -1.4781  -0.02
H16 -3.7736 0.5877 2.3293  0.11
H17 2.4153 4.4361 1.0387  0.07
C20 4.0139 0.7724 2.9621  -0.23
H18 1.9234 0.1456 -5.6376  0.12
H19 -1.8592 1.5723 1.0424  0.12
H20 -2.4543 -3.3642 1.2537  0.12
H21 4.3767 0.5685 5.0859  0.07
C21 -1.0722 -0.3269 0.4081  -0.19
N1 -4.2250 -2.0078 2.7230  -0.25
C22 -3.0486 -0.0548 1.8299  -0.02
C23 -0.2714 -1.6331 -3.7480  -0.11
H22 -3.9924 -3.0939 4.5240  0.08
C24 1.2301 -0.6480 -5.3565  0.00
H23 1.7138 3.2331 2.1499  0.07
C25 -1.9895 0.4915 1.1066  -0.01
H24 -0.2210 -3.5332 -6.5476  0.10
H25 0.4897 1.0730 -0.2304  0.10
H26 -5.4460 -2.5415 1.1142  0.09

---

Here is a 2-piece molecular cluster, C6H4Cl2N2O3 overall at a distorted geometry from OMol25. Energies are from wB97M-V/def2-TZVPD.

Output
E_LUMO = 0.48 eV
Kohn-Sham gap = 0.33138 Eh
M = 223.01 g mol⁻¹
net charge = 0
total energy = -40455.64542 eV
structure (SMILES) = Nc1cc(Cl)[nH]c(=O)c1Cl.O=C=O

Each line ends with the Löwdin charge.
Element x y z (Å)
C1 -3.6396 0.0116 -0.6122  -0.47
O1 -3.8172 -0.9837 -1.1474  0.22
H1 2.5105 1.4359 -0.3415  0.11
O2 -1.9619 -0.9091 0.9353  -0.09
O3 -3.5250 1.0713 -0.1792  0.18
C2 1.5953 0.9255 -0.0993  -0.04
C3 -0.7929 -0.3709 0.5590  -0.40
C4 0.3659 -1.1157 0.2560  -0.54
C5 1.5627 -0.4988 -0.0691  -0.34
H2 2.6018 -2.2185 -0.2579  0.07
C6 0.4620 1.6242 0.1735  -0.69
N1 -0.6903 1.0016 0.4941  0.11
Cl1 0.2542 -2.8333 0.3202  0.75
H3 -1.5437 1.5159 0.6898  0.14
N2 2.6574 -1.2207 -0.3794  0.13
Cl2 0.4117 3.3384 0.1388  0.75
H4 3.5489 -0.7739 -0.4805  0.11

---

Here is C17H17HfO8 as an isolated structure at a distorted geometry from OMol25. Energies are from wB97M-V/def2-TZVPD.

Output
E_LUMO = -3.99 eV
Kohn-Sham gap = 0.30352 Eh
M = 527.81 g mol⁻¹
net charge = +1
total energy = -35590.50445 eV

Each line ends with the Löwdin charge.
Element x y z (Å)
H1 -2.7406 3.9537 -1.7515  0.13
C1 -2.9102 1.9993 -0.8578  -0.20
H2 2.2769 -4.9705 -3.0765  0.10
H3 5.3451 -2.6821 -0.8299  0.13
Hf1 -0.9322 -0.1482 0.2559  1.90
O1 -2.6598 -0.7016 -0.6787  -0.15
O2 0.9723 0.7497 0.6289  -0.12
H4 -2.9465 4.4528 1.1523  0.13
H5 4.6691 -0.5882 0.2426  0.12
C2 3.1889 1.2067 1.2569  0.02
C3 -2.3346 3.9566 0.4026  -0.07
H6 -0.8693 2.6883 1.5032  0.17
C4 -3.6786 1.2824 0.2492  -0.09
C5 1.5743 -1.8346 -0.4935  -0.27
H7 3.7737 1.7174 0.4884  0.11
C6 4.3030 -2.4190 -0.7206  0.03
C7 -2.9412 1.8030 1.5452  -0.09
O3 3.7990 -4.4217 -1.7666  -0.03
C8 -2.4697 0.7719 2.5831  -0.51
O4 -4.4868 -0.9408 0.6145  0.17
H8 -1.5196 4.6245 0.1335  0.13
C9 3.9122 -1.2655 -0.1252  0.01
H9 3.5011 -6.1956 -2.6702  0.10
H10 2.6735 1.9556 1.8512  0.10
H11 -2.9416 1.5153 -1.8284  0.17
H12 -4.7223 1.5864 0.2911  0.17
O5 0.2670 -1.6110 -0.3844  -0.19
C10 2.1766 0.3155 0.6100  -0.30
O6 -1.5316 -0.1048 2.1446  -0.15
C11 3.3250 -3.3171 -1.2142  -0.25
O7 -1.5155 1.9018 -0.3360  -0.19
O8 -2.8629 0.7830 3.7047  0.18
C12 -3.6772 -0.2474 0.0786  -0.56
H13 2.2474 -5.7788 -1.4795  0.10
H14 1.2017 -3.6899 -1.4438  0.13
H15 -4.1960 3.7386 -0.7843  0.13
C13 1.9724 -3.0199 -1.0946  0.07
C14 -3.1352 3.5036 -0.8437  -0.07
H16 -3.6134 2.4570 2.0949  0.16
C15 2.8846 -5.3950 -2.2769  -0.03
H17 3.8770 0.6451 1.8844  0.10
C16 2.5384 -0.9127 0.0079  -0.10
C17 -1.7945 2.6364 0.9328  -0.21

---

Here is a 2-piece molecular cluster, C2H4N2O2 overall at a distorted geometry from OMol25. Energies are from wB97M-V/def2-TZVPD.

Output
E_LUMO (alpha / beta) = -0.28 / -0.79 eV
Kohn-Sham gap (alpha / beta) = 0.33029 / 0.28762 Eh
M = 88.07 g mol⁻¹
net charge = 0
total energy = -9207.06214 eV

Each line ends with the Löwdin charge.
Element x y z (Å)
C1 0.2738 -0.4194 -0.5426  -0.11
H1 0.2943 -1.1301 -1.4245  0.14
H2 1.1829 1.5018 -0.3506  0.08
O1 -2.4987 -0.7385 0.3253  0.04
H3 0.6999 0.0088 1.6334  0.15
H4 1.9212 -1.0652 0.7029  0.08
N1 -1.9486 0.2450 -0.0539  -0.30
N2 1.2223 0.5652 -0.5763  0.03
O2 -2.3083 1.3664 -0.3048  0.04
C2 1.1612 -0.3341 0.5910  -0.16